Formula: C4H11N2O
Source: OMol25
Level of theory: the ωB97M-V functional and the def2-TZVPD basis

Computed properties:
**Energy**: -343.4890 Ha
**LUMO level**: -3.14 eV
**Gap between HOMO and LUMO**: 11.41 eV
**SMILES**: C[NH2+][C@@H](C)C(N)=O
**Charge**: +1

The geometry in XYZ format:
```
18
Properties=species:S:1:pos:R:3:lowdin_charge:R:1
C -2.183 -0.244 1.091 0.04
N -0.768 0.424 1.124 0.05
C -0.250 0.607 -0.315 -0.24
C 0.567 1.878 -0.482 -0.04
C 0.797 -0.614 -0.450 -0.46
N 0.599 -1.396 -1.526 0.16
O 1.661 -0.840 0.452 0.04
H -2.488 -0.810 0.259 0.08
H -2.170 -1.025 1.937 0.13
H -2.817 0.623 1.395 0.12
H -0.073 -0.170 1.629 0.17
H -0.745 1.350 1.547 0.16
H -1.127 0.516 -1.020 0.16
H 0.279 2.626 0.290 0.09
H 1.691 1.736 -0.339 0.12
H 0.287 2.289 -1.550 0.14
H 1.022 -2.367 -1.533 0.16
H 0.445 -1.007 -2.486 0.15
```



Formula: C50H49IrN2O4P2S2
Source: OMol25
Level of theory: the ωB97M-V functional and the def2-TZVPD basis

Computed properties:
**Energy**: -3927.3340 Ha
**LUMO level (alpha / beta)**: -8.48 / -10.63 eV
**Gap between HOMO and LUMO (alpha / beta)**: 4.83 / 4.93 eV
**Spin multiplicity**: 6
**Charge**: +3

The geometry in XYZ format:
```
110
Properties=species:S:1:pos:R:3:lowdin_spin:R:1
Ir 0.261 0.067 -0.250 1.45
O 2.785 -2.385 0.168 0.02
S 1.596 -1.703 0.791 0.06
C 2.135 -1.006 2.375 0.01
C 2.546 -1.793 3.450 0.00
C 3.181 -1.184 4.552 0.00
C 3.703 0.130 4.438 0.00
C 3.342 0.864 3.289 0.00
C 2.464 0.344 2.324 0.02
P 1.940 1.162 0.856 0.15
C 1.470 2.826 1.301 0.02
C 1.241 3.719 0.287 0.02
C 0.924 5.033 0.571 0.00
C 0.646 5.390 1.876 0.02
C 0.654 4.408 2.885 0.00
C 1.039 3.157 2.630 0.01
C 3.551 1.418 0.038 0.03
C 4.369 0.338 -0.319 0.01
C 5.662 0.497 -0.911 0.00
C 6.158 1.778 -1.042 0.01
C 5.403 2.854 -0.601 0.00
C 4.129 2.688 -0.046 0.01
C 0.387 -2.996 1.283 0.01
C 0.675 -4.392 1.235 0.01
C -0.300 -5.315 1.641 0.00
C -1.522 -4.911 2.124 0.00
C -1.781 -3.535 2.202 0.01
C -0.867 -2.598 1.690 0.02
P -1.398 -0.982 1.058 0.18
C -1.748 -0.103 2.643 0.03
C -1.872 -0.795 3.867 0.01
C -2.311 -0.116 5.018 0.00
C -2.544 1.237 4.940 0.01
C -2.212 1.952 3.796 0.00
C -1.808 1.330 2.703 0.01
C -2.765 -1.501 0.067 0.49
C -2.937 -2.322 -2.203 0.03
C -3.480 -1.313 -2.890 0.03
C -3.913 0.114 -2.603 0.06
C -4.651 1.375 -0.997 0.06
C -3.853 0.604 -0.045 0.07
H 2.332 -2.881 3.529 0.00
H 3.413 -1.739 5.481 0.00
H 4.451 0.424 5.171 0.00
H 3.745 1.823 3.117 0.00
H 1.276 3.328 -0.690 0.00
H 0.973 5.786 -0.184 0.00
H 0.576 6.462 2.126 0.00
H 0.424 4.675 3.916 0.00
H 1.011 2.305 3.368 0.00
H 3.963 -0.645 -0.193 0.00
H 6.305 -0.298 -1.208 0.00
H 7.154 1.858 -1.492 0.00
H 5.757 3.854 -0.766 0.00
H 3.630 3.645 0.142 0.00
H 1.618 -4.703 0.867 0.00
H -0.023 -6.382 1.590 0.00
H -2.177 -5.745 2.507 0.00
H -2.732 -3.172 2.640 0.00
H -1.541 -1.803 4.025 0.00
H -2.392 -0.694 5.959 0.00
H -3.033 1.748 5.761 0.00
H -2.340 3.064 3.786 0.00
H -1.682 1.849 1.772 0.00
H -2.814 -3.346 -2.614 0.00
H -3.625 -1.577 -3.937 0.00
H -3.932 0.654 -3.558 0.01
H -4.972 2.398 -0.796 0.00
H -3.298 1.194 0.693 0.00
C -8.590 -0.973 0.362 0.01
O -7.542 -1.873 0.037 0.01
C -6.389 -1.299 -0.517 0.10
C -6.461 -0.477 -1.660 0.35
C -5.414 0.470 -1.996 0.06
C -3.296 0.945 -1.520 0.13
C -2.001 1.734 -1.591 0.33
C -1.930 2.625 -2.766 0.06
O -1.031 1.511 -0.776 0.15
C -4.042 -0.858 0.203 0.27
O -2.433 -2.423 -0.886 0.16
C -5.209 -1.621 0.192 0.13
H -8.425 -0.015 -0.117 0.00
H -8.627 -0.740 1.448 0.00
H -9.554 -1.400 0.081 0.00
H -7.378 -0.499 -2.251 0.01
H -5.767 1.211 -2.752 0.00
H -2.783 3.312 -2.847 0.01
H -1.883 2.079 -3.762 0.02
H -1.076 3.242 -2.563 0.00
H -5.145 -2.492 0.837 0.01
C 4.396 -3.144 -2.355 0.00
C 3.191 -3.046 -3.281 0.00
N 2.295 -1.957 -2.918 0.01
C 2.245 -0.663 -3.301 0.03
S 1.007 0.325 -2.684 0.22
N 3.124 -0.192 -4.229 0.02
C 3.593 1.174 -4.258 0.01
C 4.943 1.165 -4.940 0.00
H 4.888 -4.150 -2.385 0.00
H 4.099 -2.950 -1.315 0.00
H 5.145 -2.401 -2.662 0.00
H 2.550 -3.924 -3.196 0.00
H 3.402 -2.938 -4.365 0.00
H 1.576 -2.173 -2.266 0.00
H 3.689 -0.820 -4.806 0.00
H 3.620 1.544 -3.233 0.00
H 2.949 1.873 -4.845 0.00
H 5.722 0.699 -4.296 0.00
H 5.244 2.150 -5.196 0.00
H 4.934 0.556 -5.826 0.00
```



Formula: C63H89Cl2N7O4
Source: OMol25
Level of theory: the ωB97M-V functional and the def2-TZVPD basis

Computed properties:
**Energy**: -4058.5545 Ha
**LUMO level**: -0.88 eV
**Gap between HOMO and LUMO**: 7.41 eV
**SMILES**: C[C@H](Cl)[C@H](Cl)c1cccc2c1C(=O)c1ccc(CCOCCOc3ccc(C(C)(C)CC(C)(C)C)cc3)cc1C2=O.CCCC#N.CCCC#N.CCCC#N.CCCC#N.CCCC#N.CCCC#N.CCCC#N

The geometry in XYZ format:
```
165
Properties=species:S:1:pos:R:3:lowdin_charge:R:1
C 1.467 -8.235 0.347 -0.18
C 0.983 -7.643 -0.965 -0.67
Cl 0.334 -9.054 -1.935 0.63
C 2.147 -7.046 -1.819 -0.63
Cl 3.672 -6.752 -0.893 0.68
C 1.745 -5.822 -2.619 -0.19
C 1.899 -5.879 -3.979 -0.01
C 1.569 -4.840 -4.814 -0.05
C 1.084 -3.683 -4.256 0.00
C 0.916 -3.611 -2.898 -0.08
C 1.224 -4.656 -2.048 -0.03
C 0.957 -4.479 -0.578 -0.24
O 1.549 -5.064 0.313 0.08
C -0.110 -3.479 -0.221 -0.09
C -0.829 -3.582 0.948 0.01
C -1.813 -2.670 1.215 -0.02
C -2.097 -1.618 0.372 -0.20
C -3.176 -0.594 0.657 -0.10
C -2.749 0.269 1.867 -0.20
O -2.938 -0.373 3.115 -0.12
C -1.753 -0.572 3.862 -0.19
C -2.112 -0.397 5.346 -0.17
O -2.709 0.858 5.623 -0.04
C -1.952 1.932 5.196 -0.30
C -2.522 2.894 4.406 0.00
C -1.767 3.950 3.970 -0.04
C -0.431 4.080 4.267 -0.20
C 0.386 5.245 3.715 -0.45
C 0.591 4.855 2.203 -0.05
C -0.411 6.584 3.684 -0.03
C 1.794 5.371 4.306 -0.12
C 1.958 5.748 5.811 -0.53
C 2.841 4.716 6.595 -0.07
C 0.674 5.959 6.640 -0.06
C 2.746 7.091 5.871 -0.08
C 0.121 3.088 5.042 -0.02
C -0.619 2.036 5.519 0.00
C -1.370 -1.503 -0.800 0.04
C -0.409 -2.443 -1.070 -0.09
C 0.337 -2.320 -2.372 -0.25
O 0.437 -1.262 -2.969 0.10
H 2.287 -8.932 0.170 0.07
H 1.776 -7.462 1.051 0.06
H 0.684 -8.816 0.844 0.08
H 0.141 -6.966 -0.855 0.09
H 2.421 -7.806 -2.547 0.06
H 2.275 -6.793 -4.431 0.13
H 1.665 -4.896 -5.895 0.07
H 0.811 -2.847 -4.889 0.13
H -0.622 -4.392 1.639 0.13
H -2.405 -2.766 2.120 0.12
H -3.245 0.070 -0.210 0.11
H -4.162 -1.044 0.799 0.13
H -3.396 1.157 1.865 0.12
H -1.719 0.591 1.683 0.13
H -0.938 0.105 3.588 0.12
H -1.370 -1.600 3.772 0.12
H -1.215 -0.601 5.945 0.12
H -2.823 -1.190 5.590 0.13
H -3.568 2.774 4.143 0.13
H -2.266 4.679 3.336 0.12
H -0.409 4.763 1.768 0.08
H 1.139 3.913 2.154 0.07
H 1.105 5.683 1.706 0.08
H -0.574 6.933 2.662 0.08
H 0.113 7.360 4.246 0.07
H -1.396 6.467 4.141 0.08
H 2.368 6.081 3.701 0.12
H 2.290 4.406 4.147 0.11
H 2.167 4.145 7.239 0.07
H 3.395 4.075 5.907 0.07
H 3.543 5.248 7.244 0.06
H 0.992 6.179 7.668 0.08
H 0.161 6.865 6.306 0.07
H 0.011 5.095 6.703 0.08
H 3.788 6.844 5.645 0.06
H 2.751 7.523 6.875 0.07
H 2.386 7.798 5.117 0.07
H 1.168 3.106 5.323 0.11
H -0.122 1.293 6.130 0.12
H -1.533 -0.698 -1.508 0.13
C -2.712 -5.845 -9.137 -0.12
C -2.579 -5.951 -7.622 -0.25
C -1.841 -4.760 -7.002 -0.18
C -0.444 -4.691 -7.421 -0.22
N 0.656 -4.642 -7.747 0.16
H -1.733 -5.859 -9.623 0.08
H -3.287 -6.685 -9.524 0.07
H -3.225 -4.932 -9.421 0.01
H -2.070 -6.882 -7.363 0.11
H -3.578 -6.003 -7.183 0.11
H -1.872 -4.842 -5.912 0.12
H -2.347 -3.828 -7.263 0.12
C -5.284 -0.790 -9.487 -0.11
C -3.961 -1.149 -10.154 -0.26
C -4.116 -2.157 -11.298 -0.18
C -4.580 -3.461 -10.828 -0.21
N -4.936 -4.487 -10.455 0.16
H -5.741 -1.660 -9.011 0.07
H -5.128 -0.036 -8.717 0.05
H -5.993 -0.386 -10.213 0.08
H -3.270 -1.540 -9.403 0.11
H -3.510 -0.240 -10.556 0.10
H -3.153 -2.289 -11.795 0.12
H -4.809 -1.771 -12.047 0.12
C 0.617 1.915 -2.042 -0.11
C 1.030 3.383 -2.072 -0.26
C 2.536 3.588 -1.881 -0.19
C 2.983 3.172 -0.553 -0.24
N 3.335 2.845 0.489 0.15
H 0.824 1.462 -1.070 0.07
H -0.453 1.819 -2.230 0.07
H 1.144 1.340 -2.805 0.07
H 0.479 3.932 -1.304 0.10
H 0.744 3.811 -3.035 0.11
H 2.778 4.644 -2.016 0.12
H 3.090 3.036 -2.643 0.12
C -3.649 4.508 -8.225 -0.11
C -4.278 4.188 -9.576 -0.26
C -5.809 4.163 -9.535 -0.19
C -6.323 3.081 -8.697 -0.23
N -6.727 2.232 -8.039 0.15
H -3.882 3.741 -7.485 0.07
H -2.564 4.563 -8.316 0.07
H -4.004 5.469 -7.846 0.08
H -3.899 3.228 -9.934 0.11
H -3.965 4.943 -10.299 0.11
H -6.195 4.033 -10.548 0.12
H -6.190 5.119 -9.171 0.12
C 7.708 3.146 6.177 -0.10
C 7.602 3.959 7.462 -0.27
C 7.124 3.130 8.659 -0.19
C 5.753 2.653 8.488 -0.23
N 4.676 2.281 8.354 0.16
H 6.733 2.767 5.865 0.07
H 8.096 3.765 5.369 0.07
H 8.382 2.296 6.305 0.08
H 6.930 4.806 7.300 0.09
H 8.584 4.374 7.699 0.11
H 7.170 3.741 9.563 0.10
H 7.790 2.280 8.819 0.12
C -2.327 -11.303 -1.928 -0.13
C -2.958 -11.590 -3.285 -0.26
C -4.489 -11.589 -3.248 -0.20
C -5.026 -12.676 -2.431 -0.24
N -5.447 -13.529 -1.789 0.14
H -2.574 -12.080 -1.201 0.08
H -1.242 -11.266 -2.017 0.02
H -2.664 -10.343 -1.533 0.07
H -2.594 -12.549 -3.660 0.11
H -2.629 -10.827 -3.995 0.11
H -4.875 -11.694 -4.264 0.12
H -4.854 -10.633 -2.869 0.12
C 4.295 7.922 10.846 -0.10
C 5.185 6.695 10.685 -0.26
C 6.419 6.959 9.816 -0.19
C 6.063 7.261 8.431 -0.23
N 5.783 7.493 7.343 0.18
H 3.881 8.242 9.888 0.07
H 3.460 7.699 11.510 0.07
H 4.852 8.758 11.275 0.08
H 4.600 5.875 10.264 0.11
H 5.521 6.371 11.672 0.11
H 7.063 6.078 9.827 0.10
H 7.004 7.782 10.231 0.12
```



Formula: C4H17N2O2
Source: OMol25
Level of theory: the ωB97M-V functional and the def2-TZVPD basis

Computed properties:
**Energy**: -422.3369 Ha
**LUMO level**: -2.89 eV
**Gap between HOMO and LUMO**: 9.64 eV
**Charge**: +1

The geometry in XYZ format:
```
25
Properties=species:S:1:pos:R:3:lowdin_charge:R:1
N 0.156 1.150 -1.289 0.19
C -0.965 0.296 -0.708 -0.15
C -0.680 -0.047 0.718 -0.23
N 0.663 -0.479 1.000 -0.28
C 1.091 -1.667 0.285 -0.08
C 0.852 -0.592 2.449 -0.07
H 0.261 1.967 -0.692 0.14
H -0.079 1.390 -2.247 0.17
H 0.996 0.588 -1.160 0.12
H -1.052 -0.559 -1.364 0.10
H -1.944 0.723 -0.899 0.12
H -1.467 -0.738 1.074 0.14
H -0.954 0.775 1.396 0.13
H 0.402 -2.527 0.297 0.10
H 2.037 -1.987 0.698 0.09
H 1.146 -1.537 -0.804 0.08
H 0.030 -1.171 2.892 0.10
H 0.836 0.421 2.853 0.09
H 1.790 -1.078 2.697 0.09
H -3.841 -0.768 -1.172 0.05
H -3.439 -1.809 -2.216 0.06
O -3.242 -0.920 -1.908 -0.05
H 3.075 2.553 -0.380 0.07
H 2.304 1.832 0.774 0.06
O 2.272 2.067 -0.157 -0.04
```



Formula: C4H10NO
Source: OMol25
Level of theory: the ωB97M-V functional and the def2-TZVPD basis

Computed properties:
**Energy**: -288.0922 Ha
**LUMO level**: -3.28 eV
**Gap between HOMO and LUMO**: 10.85 eV
**Charge**: +1

The geometry in XYZ format:
```
16
Properties=species:S:1:pos:R:3:lowdin_charge:R:1
C 1.949 -0.158 1.621 0.05
C 1.428 -0.857 0.629 -0.24
O 0.185 -1.517 0.823 -0.09
H 2.821 0.463 1.459 0.07
H 1.542 -0.192 2.624 0.08
H 1.916 -1.130 -0.297 0.12
H 0.322 -2.232 1.459 0.12
C -1.504 0.850 -1.402 -0.12
C -0.418 1.291 -2.003 0.08
N -1.440 0.514 0.041 0.18
H -2.504 0.761 -1.795 0.12
H -0.506 1.683 -3.005 0.09
H 0.506 1.303 -1.438 0.08
H -1.125 -0.465 0.203 0.12
H -0.701 1.027 0.528 0.15
H -2.299 0.685 0.568 0.18
```